61
Properties=species:S:1:pos:R:3 method="wB97M-V/def2-TZVPD" homo_ev=-8.38 smiles=CN(Cc1ccccc1)C[C@H](O)COc1ccc(CNCCc2cccnc2)cc1 total_energy_ev=-34993.0294 gap_ha=0.3341 max_force_ev_per_a=0.6 charge=0 relative_energy_ev=2.427 lumo_energy_ev=0.709
C 2.71 -2.60 -2.55
N 1.50 -1.82 -2.41
C 0.38 -2.64 -1.94
C 0.58 -3.10 -0.52
C 1.04 -4.39 -0.25
C 1.22 -4.81 1.05
C 0.96 -3.95 2.11
C 0.50 -2.67 1.84
C 0.32 -2.25 0.54
C 1.15 -1.09 -3.62
C 0.62 0.30 -3.26
O -0.17 0.78 -4.33
C 1.78 1.26 -2.96
O 1.35 2.41 -2.27
C 1.17 2.34 -0.91
C 1.33 1.19 -0.14
C 1.13 1.26 1.23
C 0.78 2.44 1.86
C 0.56 2.46 3.35
N -0.58 1.69 3.82
C -1.87 2.32 3.73
C -2.46 2.52 2.32
C -2.53 1.26 1.49
C -2.26 1.30 0.13
C -2.40 0.14 -0.62
C -2.78 -1.02 0.02
N -3.03 -1.07 1.32
C -2.92 0.04 2.03
C 0.63 3.58 1.08
C 0.81 3.54 -0.29
H 3.53 -1.95 -2.84
H 2.95 -3.05 -1.59
H 2.61 -3.40 -3.30
H -0.52 -2.02 -1.98
H 0.23 -3.51 -2.60
H 1.24 -5.07 -1.07
H 1.58 -5.81 1.25
H 1.10 -4.28 3.12
H 0.27 -2.00 2.66
H -0.05 -1.25 0.34
H 0.38 -1.61 -4.21
H 2.03 -0.97 -4.25
H -0.01 0.22 -2.36
H -0.34 1.72 -4.18
H 2.19 1.63 -3.90
H 2.56 0.73 -2.40
H 1.60 0.25 -0.59
H 1.27 0.36 1.81
H 1.45 2.03 3.84
H 0.44 3.48 3.71
H -0.60 0.78 3.37
H -2.56 1.71 4.32
H -1.80 3.30 4.21
H -1.87 3.26 1.77
H -3.47 2.92 2.43
H -1.95 2.22 -0.34
H -2.22 0.15 -1.69
H -2.90 -1.96 -0.51
H -3.15 -0.07 3.08
H 0.36 4.52 1.55
H 0.70 4.42 -0.90

=====

66
Properties=species:S:1:pos:R:3 method="wB97M-V/def2-TZVPD" homo_ev=-10.45 total_energy_ev=-54890.0974 gap_ha=0.2838 max_force_ev_per_a=0.3 charge=+1 relative_energy_ev=0.000 lumo_energy_ev=-2.729
Pd -0.83 0.74 -0.09
C 5.89 -0.71 4.27
C 4.97 -0.65 3.09
C 3.59 -0.52 3.25
C 2.75 -0.45 2.16
C 3.28 -0.51 0.88
C 4.65 -0.64 0.69
C 5.48 -0.71 1.79
S 2.21 -0.48 -0.52
O 1.44 -1.69 -0.50
O 3.02 -0.21 -1.68
N 1.18 0.77 -0.23
C 1.71 2.07 -0.25
C 3.03 2.46 -0.33
C 3.38 3.83 -0.30
C 2.45 4.82 -0.21
C 1.09 4.47 -0.14
C 0.03 5.40 -0.06
C -1.26 4.98 -0.01
C -1.53 3.60 -0.03
N -0.56 2.71 -0.09
C 0.74 3.10 -0.15
H 5.33 -0.72 5.21
H 6.57 0.15 4.29
H 6.51 -1.61 4.24
H 3.18 -0.47 4.25
H 1.68 -0.35 2.29
H 5.05 -0.69 -0.31
H 6.55 -0.81 1.65
H 3.82 1.73 -0.44
H 4.43 4.08 -0.37
H 2.74 5.86 -0.20
H 0.27 6.46 -0.05
H -2.09 5.67 0.05
H -2.54 3.21 0.01
C -5.56 1.24 0.33
N -4.81 0.19 1.02
C -5.48 -0.75 1.91
C -3.50 0.12 0.86
O -2.88 0.94 0.14
H -6.62 1.05 0.45
H -5.31 1.24 -0.73
H -5.31 2.22 0.75
H -6.55 -0.67 1.76
H -5.26 -0.53 2.95
H -5.18 -1.78 1.68
H -2.99 -0.69 1.38
O -1.20 -1.25 -0.08
C -1.04 -2.01 -1.08
C -1.08 -3.49 -0.89
C -2.24 -4.20 -1.61
C -2.79 -3.48 -2.84
C -1.77 -3.19 -3.93
C -0.54 -2.41 -3.44
N -0.84 -1.55 -2.30
H -1.10 -3.68 0.18
H -0.11 -3.86 -1.24
H -3.06 -4.34 -0.90
H -1.91 -5.21 -1.88
H -3.26 -2.54 -2.53
H -3.60 -4.09 -3.27
H -2.26 -2.64 -4.73
H -1.42 -4.13 -4.38
H -0.14 -1.78 -4.22
H 0.27 -3.09 -3.15
H -0.71 -0.55 -2.40